[1]
Computed, not measured: a structure of composition C32H47As2AuBr2NO10SSi2 at a distorted geometry, with ωB97M-V/def2-TZVPD.

The total energy comes out at -12786.850476 a.u. The value obtained for the gap between HOMO and LUMO (spin up / spin down) is 0.17219 / 0.17216 Eh. The net charge is +1. The highest occupied orbital energy (spin up / spin down) is -9.923 / -9.922 eV.

Geometry as XYZ:
```
98
Properties=species:S:1:pos:R:3:forces:R:3:mulliken_charge:R:1
Au -0.660412 -0.252372 1.715537 0.2 1.2 0.6 4.431
Br -0.814379 4.615209 3.863645 0.1 0.1 0.1 -0.160
C 0.619364 3.396437 3.832556 -0.4 -0.6 -0.5 -0.009
C 1.832552 3.720782 4.429199 0.3 -0.2 0.0 -0.318
C 2.886949 2.840564 4.382920 -0.1 0.2 0.1 0.001
Br 4.518288 3.338050 5.197856 0.0 0.0 0.0 -0.214
C 2.766121 1.603123 3.716755 0.1 -0.1 0.0 0.767
C 3.817734 0.681953 3.541437 -0.1 -0.1 -0.1 -0.812
C 3.623284 -0.461920 2.805771 0.0 0.2 0.0 -1.061
C 2.358518 -0.717486 2.273747 0.0 -0.2 -0.1 -0.307
N 1.359206 0.124357 2.452012 -1.3 -1.3 -0.5 -0.022
C 1.516763 1.275387 3.133319 -0.4 0.9 0.3 -0.340
C 0.389722 2.174441 3.170198 0.8 0.6 0.5 -0.257
O -0.725779 1.870387 2.629669 -0.6 -0.7 -0.8 -0.805
H 1.942595 4.679286 4.916692 0.0 0.0 0.0 0.488
H 4.786464 0.893144 3.973761 0.0 0.0 0.0 0.377
H 4.425729 -1.165552 2.638964 0.0 0.0 0.0 0.509
H 2.147839 -1.606690 1.692297 0.0 0.0 0.1 0.346
C -1.937580 -5.095803 1.721098 0.1 0.4 0.2 -1.156
Si -1.385572 -3.426311 1.028244 0.3 -0.4 -0.6 -0.015
C 0.195178 -3.625512 0.016011 -0.4 0.1 0.2 -0.345
C -2.779177 -2.797069 -0.069490 0.2 0.2 0.2 -0.426
C -0.890118 -2.244808 2.442958 -0.2 0.2 -0.4 -0.392
Si -1.916119 -2.013424 4.033180 0.1 0.3 0.6 0.095
C -0.952055 -0.848516 5.165147 -0.2 -0.1 -0.3 -0.894
C -2.062685 -3.694226 4.880759 0.1 0.1 -0.4 -1.123
C -3.621463 -1.310735 3.662521 0.3 -0.2 0.1 -0.945
H -1.907673 -5.840805 0.924344 0.0 0.1 -0.1 0.372
H -2.964503 -5.043079 2.087462 0.0 0.0 0.0 0.308
H -1.304850 -5.449740 2.536010 0.0 0.0 0.0 0.349
H 0.041454 -4.317477 -0.814031 0.0 0.0 0.0 0.395
H 1.013355 -4.014495 0.626888 0.0 0.0 0.0 0.366
H 0.494274 -2.663715 -0.405806 0.0 -0.1 0.0 -0.302
H -3.094000 -3.588018 -0.752114 0.0 -0.1 0.0 0.555
H -2.445651 -1.940892 -0.655385 0.0 0.0 -0.1 -0.204
H -3.649266 -2.491655 0.517476 0.0 0.0 0.0 0.214
H 0.129853 -2.506215 2.746567 0.0 -0.1 0.0 0.356
H 0.075676 -1.191825 5.305970 0.0 0.0 0.0 0.269
H -1.421737 -0.796689 6.149145 0.0 0.0 0.0 0.542
H -0.915928 0.166496 4.760036 0.0 0.0 0.0 0.090
H -1.118824 -4.241992 4.868705 0.0 0.0 0.0 0.329
H -2.818168 -4.318306 4.402388 0.0 0.0 0.0 0.334
H -2.353336 -3.549377 5.922334 0.0 0.1 0.0 0.390
H -3.565229 -0.243348 3.442311 0.0 -0.1 0.1 0.235
H -4.276398 -1.437318 4.526040 0.0 0.0 0.0 0.551
H -4.087583 -1.810988 2.811633 0.0 0.0 0.0 0.265
C -4.907195 0.638966 -0.480843 0.4 -0.2 0.1 -1.040
S -3.868952 0.588039 0.987759 -0.6 0.7 -0.1 0.521
C -3.789486 2.350209 1.359114 0.1 -0.2 0.0 -0.757
O -2.471766 0.277745 0.430259 0.8 -0.6 0.6 -1.163
H -4.431701 1.268234 -1.228391 0.1 0.1 -0.1 0.295
H -5.894486 1.005144 -0.202534 0.0 0.0 0.1 0.440
H -4.977538 -0.381924 -0.853341 0.0 0.0 0.0 0.339
H -4.713450 2.665554 1.841655 0.0 -0.1 0.0 0.492
H -3.620041 2.903976 0.437762 0.0 0.0 0.0 0.353
H -2.941143 2.475896 2.035432 0.0 0.0 0.0 -0.056
C -1.247188 -1.262019 -4.819458 0.1 -0.2 -0.1 -0.265
O -2.057858 -0.241335 -4.223897 0.0 -0.1 -0.1 -0.382
C -1.580815 0.773669 -3.518739 -0.4 0.4 0.1 -0.419
O -2.362810 1.585912 -3.070052 0.0 -0.1 0.0 -0.595
C -0.126514 0.901605 -3.183917 0.0 -0.2 0.2 0.693
C 0.783416 1.317052 -4.063756 0.1 0.0 -0.1 0.586
As 2.749478 1.715738 -3.733777 0.1 0.1 0.1 0.167
C 3.588534 0.931292 -5.312174 -0.1 0.0 -0.2 -1.157
C 2.538988 0.285261 -2.432599 -0.1 0.0 0.2 0.260
C 1.966710 0.812174 -1.320917 0.2 -0.2 -0.3 0.003
As 0.020058 0.609701 -1.162902 0.4 0.0 -0.4 -0.189
C -0.328137 2.504604 -0.804814 -0.1 0.3 0.1 -1.090
C 2.645344 1.879870 -0.544543 0.3 0.5 0.0 -0.200
O 2.167503 2.402198 0.433729 -0.1 -0.1 0.3 -0.442
O 3.896616 2.129069 -0.947138 0.0 -0.3 -0.1 -0.214
C 4.623928 3.077542 -0.160871 0.0 0.2 0.1 -0.716
C 2.130798 -1.084834 -2.863540 -0.3 -0.3 0.1 0.530
O 1.261393 -1.739365 -2.327916 0.1 0.2 -0.1 -0.451
O 2.884727 -1.525810 -3.862863 0.1 0.1 -0.1 -0.283
C 2.649500 -2.846518 -4.378022 -0.1 -0.1 0.0 -0.772
C 0.410861 1.509592 -5.507855 0.1 -0.2 0.0 0.096
O 0.658127 0.655204 -6.319760 -0.1 0.1 0.0 -0.560
O -0.155396 2.654774 -5.883617 0.0 0.0 -0.1 -0.384
C -0.427244 3.704448 -4.943981 0.0 0.1 0.1 -0.461
H -1.246929 -1.122257 -5.897133 0.0 0.1 0.0 0.308
H -1.702474 -2.218581 -4.571679 -0.1 0.1 0.0 0.307
H -0.227819 -1.244766 -4.449356 0.1 0.1 0.1 -0.070
H 3.752103 1.733198 -6.031942 0.0 0.0 0.0 0.412
H 2.992795 0.153480 -5.776624 0.0 0.0 0.1 0.287
H 4.558333 0.535155 -5.012980 0.0 0.0 0.1 0.406
H 0.464583 3.130164 -1.213539 -0.1 0.0 0.0 0.541
H -0.420262 2.687368 0.263912 0.0 -0.1 0.0 -0.062
H -1.263848 2.747933 -1.301916 -0.1 -0.1 -0.1 0.388
H 5.610417 3.147174 -0.607509 0.0 0.0 0.0 0.267
H 4.700747 2.735766 0.871380 0.0 0.0 0.0 0.232
H 4.130443 4.048289 -0.179211 0.0 0.0 0.0 0.323
H 2.395642 -2.751836 -5.431650 0.0 0.0 0.0 0.270
H 1.843487 -3.329754 -3.833528 0.0 0.0 0.0 0.306
H 3.568176 -3.417602 -4.269769 0.0 0.1 0.0 0.319
H -1.349683 3.506977 -4.401224 0.0 -0.1 0.0 0.191
H -0.547042 4.606351 -5.536752 0.0 0.0 0.0 0.344
H 0.394636 3.838016 -4.240709 0.0 0.0 0.0 0.225
```
Positions in Å, forces in eV/Å.

=====

[2]
Computed, not measured: the ion C4H11N2S with charge -1 at a distorted geometry, with ωB97M-V/def2-TZVPD.

The total energy comes out at -666.688408 a.u. The SMILES is CN[C@@H](CN)C[S-]. The value obtained for the gap between HOMO and LUMO is 0.22644 Eh. The net charge is -1. The highest occupied orbital energy is -2.461 eV.

Geometry as XYZ:
```
18
Properties=species:S:1:pos:R:3:forces:R:3:mulliken_charge:R:1
C -0.941972 -0.510913 -2.620424 -1.1 -0.7 1.1 -0.922
N -1.422555 -0.650754 -1.241867 -0.2 0.3 0.1 -0.270
C -0.622346 -0.237014 -0.089047 -0.1 -0.3 1.7 0.030
C -0.370456 -1.532444 0.814177 -0.2 3.7 0.5 -0.617
N 0.191941 -1.072684 2.114478 0.9 -0.4 0.2 -0.701
C 0.652313 0.559485 -0.397902 0.4 -0.2 -1.6 -0.815
S 1.269491 1.745650 0.821480 0.0 0.0 0.5 -0.627
H -1.658312 -1.124617 -3.182066 0.5 -0.1 -0.3 0.334
H 0.038779 -0.988890 -2.578164 0.0 0.4 -0.8 0.317
H -0.989768 0.490744 -3.068039 0.6 0.0 0.2 0.250
H -2.390625 -0.402899 -1.108276 0.1 0.1 -0.2 0.237
H -1.141080 0.440366 0.623071 -0.4 -0.1 -0.8 0.294
H -1.313002 -1.898034 1.197009 -0.5 -0.9 -1.2 0.246
H 0.205017 -2.138258 0.122235 0.4 -0.9 0.8 0.343
H 0.624024 -0.142272 2.072963 0.4 -0.3 -0.6 0.233
H -0.556369 -0.899608 2.777084 -0.2 -0.4 -0.2 0.256
H 1.444457 -0.144617 -0.735610 -0.1 0.1 0.4 0.240
H 0.481175 1.166366 -1.310090 -0.3 -0.4 0.3 0.171
```
Positions in Å, forces in eV/Å.

=====

[3]
Computed, not measured: a cluster of 14 separate species, H28O14 in total at a distorted geometry, with ωB97M-V/def2-TZVPD.

The total energy comes out at -1070.137832 a.u. The value obtained for the gap between HOMO and LUMO is 0.35956 Eh. The net charge is 0. The highest occupied orbital energy is -9.925 eV.

Geometry as XYZ:
```
42
Properties=species:S:1:pos:R:3:forces:R:3:mulliken_charge:R:1
O 0.134337 -16.448162 12.317802 1.0 -0.1 0.2 -0.715
H 0.714816 -16.272274 11.575492 -0.4 0.0 -1.1 0.321
H 0.852124 -16.614014 12.938027 -0.3 -0.4 0.9 0.264
O -3.788360 -15.495363 15.490811 0.8 -0.1 0.2 -0.733
H -3.095137 -15.078519 14.922771 -1.2 -0.4 0.2 0.312
H -4.481207 -14.836265 15.647470 0.2 -0.1 -0.1 0.427
O -0.723064 -11.777059 12.769905 -0.6 0.5 -0.7 -0.781
H -1.706028 -11.805664 12.775556 0.6 0.1 -0.3 0.311
H -0.506168 -11.466937 11.862136 -0.2 0.2 0.9 0.302
O -5.379079 -13.226602 15.825062 0.2 -0.2 1.2 -0.728
H -5.893118 -13.051276 15.065313 -1.5 0.1 -1.2 0.304
H -4.565214 -12.804592 15.543678 0.4 -0.1 0.0 0.437
O -2.214442 -17.695709 13.320822 0.3 -0.1 0.6 -0.668
H -3.001236 -17.846904 12.796894 0.0 0.2 -0.2 0.301
H -1.513098 -17.313492 12.779334 -0.3 -0.1 -0.4 0.332
O -3.138261 -12.118618 14.968173 0.3 0.7 0.3 -0.816
H -3.123485 -11.370910 14.358653 -0.2 0.0 -0.1 0.265
H -3.199499 -11.729648 15.850627 0.4 0.1 0.0 0.328
O 0.064652 -14.587358 14.730404 0.5 1.4 -0.7 -0.811
H -0.026758 -15.506147 14.917621 -0.3 -1.9 0.7 0.366
H -0.457303 -14.167792 15.409701 0.0 0.4 0.4 0.257
O -2.325886 -14.302336 13.520187 -1.3 0.8 -0.6 0.383
H -2.553581 -13.398999 13.857663 0.7 -1.4 -0.2 0.105
H -1.447116 -14.575187 13.788776 0.6 0.5 0.1 0.213
O 2.261172 -13.760544 13.174440 0.9 0.1 -0.5 -0.561
H 2.779051 -14.557314 13.125972 1.0 -0.2 -0.2 0.323
H 1.503612 -14.119807 13.603443 -1.5 0.3 1.0 0.274
O -0.744339 -17.003393 15.645504 3.1 1.3 3.2 -0.680
H -1.088766 -16.722860 16.523732 0.1 -0.4 -1.1 0.336
H -1.447472 -17.212354 15.115486 -3.4 -1.1 -2.3 0.306
O -0.009027 -13.887957 11.329721 -0.4 0.5 -2.6 -0.771
H -0.354485 -13.193262 11.874665 0.0 0.6 1.1 0.340
H 0.194555 -14.583468 11.909646 0.2 -1.2 1.3 0.353
O -4.956343 -15.204087 12.290770 -2.6 0.2 -0.3 -0.630
H -4.018013 -15.196342 12.400071 0.8 0.9 0.7 0.253
H -5.465594 -14.466057 12.713978 1.7 -1.1 -0.4 0.287
O -3.651219 -12.005360 12.015285 1.1 -0.6 2.4 -0.548
H -4.098363 -11.359715 11.533253 -1.1 1.5 -1.4 0.253
H -3.421094 -12.742366 11.438873 0.0 -0.7 -0.8 0.371
O -2.751063 -13.952859 10.412838 -1.6 -0.1 0.5 -0.630
H -1.908650 -13.955606 10.839169 1.7 -0.4 0.5 0.486
H -2.590939 -13.735562 9.512703 0.3 0.2 -1.2 0.262
```
Positions in Å, forces in eV/Å.